Molecular formula: C21H29GeN4O2RhSe
Method: DFT, ωB97M-V/def2-TZVPD

Last column: Mulliken charge in e.
Atoms and positions in Å:
Rh  -1.04490  -0.19691  0.75106  -0.5568
C  1.14188  3.32681  2.27271  -0.7937
C  0.13964  2.50117  1.74765  -0.5793
N  0.33976  1.21616  1.53015  0.2605
C  1.54309  0.67671  1.81130  0.5758
C  2.60589  1.42062  2.31343  0.7497
C  2.37287  2.78932  2.55351  -0.6167
C  3.86224  0.76621  2.55683  -0.8848
C  4.01021  -0.55363  2.31336  -0.9503
C  2.91080  -1.34018  1.82242  0.6318
C  2.99237  -2.72327  1.57224  -0.6426
C  1.89012  -3.40176  1.11513  -1.0163
C  0.69915  -2.70304  0.89661  -0.4608
N  0.60617  -1.40516  1.12131  0.5040
C  1.68771  -0.71691  1.57954  0.3331
H  0.92997  4.37175  2.44831  0.4718
H  -0.84139  2.89629  1.51045  0.5754
H  3.16555  3.40433  2.96149  0.4897
H  4.68701  1.35542  2.93699  0.4703
H  4.95933  -1.04447  2.48616  0.4584
H  3.92736  -3.24313  1.74248  0.4807
H  1.92044  -4.46503  0.92500  0.4939
H  -0.19406  -3.20620  0.54852  0.6209
C  -3.94220  -0.51612  3.97566  -1.3930
C  -3.10619  -0.74706  2.76647  0.5800
N  -1.82411  -0.61954  2.74014  0.2247
O  -1.26664  -0.08662  3.89356  -0.4781
C  -3.68549  -1.20264  1.49947  0.3915
C  -5.01146  -1.86600  1.37900  -1.5018
N  -2.92498  -0.98261  0.46247  0.3781
O  -3.16801  -1.36859  -0.70590  -0.6744
H  -3.51678  0.27101  4.59093  0.4644
H  -3.97758  -1.42576  4.58135  0.3433
H  -4.95971  -0.25875  3.68966  0.3712
H  -0.41573  -0.53631  3.99925  0.3704
H  -5.21035  -2.48894  2.25016  0.4060
H  -5.03652  -2.46963  0.47460  0.4309
H  -5.80969  -1.12239  1.30517  0.3435
C  -0.35661  3.08075  -3.77753  -1.1424
Ge  0.69655  1.49854  -4.19488  0.5073
C  -0.26637  0.19639  -5.27634  -1.1957
C  2.47927  1.87800  -4.85607  -1.1193
C  0.93353  0.65061  -2.36339  -1.1911
Se  -0.73402  -0.11382  -1.79373  0.8325
C  -0.41883  -1.95061  -2.28901  -1.0134
H  -0.65585  3.58242  -4.69840  0.4028
H  0.23086  3.78422  -3.18653  0.3461
H  -1.26213  2.81423  -3.23034  0.3763
H  -0.45416  0.62105  -6.26330  0.3924
H  -1.23238  -0.05695  -4.83723  0.4329
H  0.32534  -0.70904  -5.41645  0.3491
H  2.38386  2.33425  -5.84252  0.3806
H  3.06795  0.96701  -4.95879  0.3745
H  3.00269  2.57866  -4.20637  0.3728
H  1.20032  1.46332  -1.68667  0.4357
H  1.72176  -0.10177  -2.38304  0.5508
H  -0.33913  -1.98975  -3.37256  0.3720
H  -1.27801  -2.52676  -1.95651  0.3374
H  0.49958  -2.30589  -1.82901  0.3272

Results
* charge: +2
* HOMO (alpha / beta): -14.1 / -14.1 eV
* LUMO (alpha / beta): -8.10 / -8.10 eV


Molecular formula: C4H5LiO2Pb
Method: DFT, ωB97M-V/def2-TZVPD

Last column: Mulliken charge in e.
Atoms and positions in Å:
C  -0.27193  1.57610  0.61345  0.1540
C  0.12438  0.28070  1.22807  -0.4917
C  -0.52094  -0.80417  0.43286  -0.4286
C  -0.02746  -1.21185  -0.77003  0.0955
O  -0.56034  -2.11817  -1.52864  -0.5922
O  0.53453  2.34665  0.07091  -0.6465
Li  2.27652  2.59021  -0.38140  0.9304
Pb  -0.41687  -3.19299  -3.28986  0.4701
H  -1.35300  1.75235  0.45457  0.4189
H  1.21541  0.19008  1.30853  0.3008
H  -1.46640  -1.21919  0.78878  0.3186
H  0.91922  -0.76279  -1.12094  0.2095
H  -0.45313  0.57307  2.19371  0.2610

Results
* charge: +1
* 2S+1: 2
* HOMO (alpha / beta): -9.2 / -11.5 eV
* LUMO (alpha / beta): -4.28 / -4.29 eV
* expectation value of S²: 0.75


Quick rundown of calculated total energy, same order as above: -157156.5541; -13768.7165 eV
Quick rundown of ΔE to the lowest compared entry with this formula, charge and spin, same order as above: 160.0; 0.0 kJ/mol